Below is an isolated molecule of C5H11NO, with properties calculated with ωB97M-V with the def2-TZVPD basis set.

E_tot (Ha): -327.0548
SMILES: CCN1C[C@H]1CO
Kohn-Sham gap (eV): 10.7

The geometry in ORCA input format:
```
! RIJCOSX wB97M-V def2-TZVPD def2/J DEFGRID3
* xyz 0 1
C -2.08225 -0.88692 -0.67490
C -1.50134 0.01789 0.40093
N -0.06409 -0.21002 0.51804
C 0.67383 0.58167 1.48056
C 0.85711 0.79873 0.02391
C 2.08780 0.28183 -0.72511
O 2.02878 -1.09954 -0.97141
H -3.16400 -0.74723 -0.76927
H -1.88780 -1.93341 -0.41976
H -1.62032 -0.68463 -1.64713
H -1.72850 1.07700 0.18830
H -1.95419 -0.21832 1.37135
H 0.13587 1.34764 2.04038
H 1.42057 0.03328 2.05264
H 0.40554 1.70743 -0.37888
H 2.17999 0.82014 -1.67794
H 2.98652 0.51430 -0.13576
H 1.21045 -1.40708 -0.54634
*
```

Atom charges from the Löwdin analysis, given in e for atoms 1 to 2: number 1, C, carries -0.092; number 2, C, carries -0.261

Below is an isolated molecule of C5H12N2O in a non-equilibrium geometry, with properties calculated with ωB97M-V with the def2-TZVPD basis set.

E_tot (Ha): -382.4691
SMILES: CNC(=O)CCCN
Kohn-Sham gap (eV): 9.5

The geometry in ORCA input format:
```
! RIJCOSX wB97M-V def2-TZVPD def2/J DEFGRID3
* xyz 0 1
C -1.49510 -0.95156 2.71863
N -0.49182 -1.27290 1.69841
C -0.37065 -0.48513 0.59550
O -1.12265 0.45308 0.41096
C 0.62186 -0.89875 -0.45919
C 1.55897 0.24749 -0.93735
C 1.12189 0.95807 -2.20688
N 0.03658 1.93950 -2.02430
H -1.19012 -0.05371 3.25790
H -1.64404 -1.83307 3.32514
H -2.38711 -0.63629 2.18958
H 0.31876 -1.76489 2.04317
H 1.21918 -1.74506 -0.12392
H 0.00712 -1.19230 -1.30371
H 1.75428 0.94460 -0.12684
H 2.52484 -0.22062 -1.12943
H 0.79272 0.25735 -2.96362
H 1.99117 1.49760 -2.60094
H -0.14347 2.15201 -1.05254
H -0.81482 1.54759 -2.40089
*
```

Atom charges from the Löwdin analysis, given in e for atoms 1 to 2: number 1, C, carries -0.065; number 2, N, carries 0.002

Below is an isolated molecule of C4H11N3 in a non-equilibrium geometry, with properties calculated with ωB97M-V with the def2-TZVPD basis set.

E_tot (Ha): -323.2488
SMILES: [H]/N=C/NCCCN
Kohn-Sham gap (eV): 9.7

The geometry in ORCA input format:
```
! RIJCOSX wB97M-V def2-TZVPD def2/J DEFGRID3
* xyz 0 1
H 3.62501 -1.98837 0.12756
N 2.86262 -1.46414 -0.30808
C 1.84621 -1.78861 0.41005
N 0.69294 -1.07901 0.47072
C 0.58146 0.25224 -0.10392
C -0.58535 0.50093 -1.04349
C -1.92201 0.67899 -0.31583
N -2.06445 1.69130 0.74474
H 1.91115 -2.63341 1.09568
H -0.04359 -1.54672 0.96934
H 0.59431 0.95472 0.74074
H 1.52765 0.45657 -0.59128
H -0.71115 -0.33763 -1.71024
H -0.30328 1.44744 -1.51253
H -2.03539 -0.25230 0.24947
H -2.76386 0.83827 -0.97864
H -1.94641 2.63734 0.38475
H -1.26587 1.63238 1.37095
*
```

Atom charges from the Löwdin analysis, given in e for atoms 1 to 2: number 1, H, carries 0.029; number 2, N, carries 0.049

Below is a cluster of 9 separate species, C19H46IN9O19 in total in a non-equilibrium geometry, with properties calculated with ωB97M-V with the def2-TZVPD basis set.

E_tot (Ha): -2970.7977
SMILES: CCO[C@@H](COCC[C@H](C)I)N(C)C(C)=O.C[N+](=O)[O-].C[N+](=O)[O-].C[N+](=O)[O-].C[N+](=O)[O-].C[N+](=O)[O-].C[N+](=O)[O-].C[N+](=O)[O-].C[N+](=O)[O-]
Kohn-Sham gap (eV): 8.7

The geometry in ORCA input format:
```
! RIJCOSX wB97M-V def2-TZVPD def2/J DEFGRID3
* xyz 0 1
C -0.59057 -1.81040 -0.67295
C 0.71970 -1.29997 -0.08822
O 1.78427 -1.63230 -0.96337
C 3.03320 -1.58993 -0.24795
C 3.29438 -2.99216 0.28206
O 4.54322 -3.19995 0.90357
C 4.93114 -2.22121 1.84593
C 3.96674 -2.00790 3.01122
C 4.22661 -0.68814 3.75635
C 3.60941 0.49999 3.02865
I 6.31738 -0.25821 4.05363
N 4.13770 -1.09735 -1.01610
C 4.29006 -1.74840 -2.32039
C 4.16402 0.32520 -1.08857
C 2.90701 1.13602 -1.30293
O 5.17331 0.88734 -0.95549
H -0.81881 -2.79846 -0.30163
H -1.35976 -1.11334 -0.36220
H -0.52263 -1.77265 -1.75129
H 0.67561 -0.22754 0.10284
H 0.82968 -1.78157 0.88333
H 2.89624 -0.89588 0.57442
H 2.51590 -3.28335 0.98677
H 3.20996 -3.67851 -0.55010
H 5.85138 -2.58773 2.27489
H 5.19980 -1.27397 1.38886
H 4.04547 -2.78827 3.75900
H 2.91931 -1.96209 2.72289
H 3.76876 -0.71913 4.73335
H 4.25226 0.86658 2.23417
H 2.64874 0.23779 2.58887
H 3.46364 1.33104 3.70269
H 3.37374 -1.85319 -2.89235
H 4.96528 -1.13568 -2.90467
H 4.79366 -2.69657 -2.21009
H 3.00257 1.64634 -2.25515
H 2.86536 1.86532 -0.50967
H 1.99810 0.55757 -1.33036
C 0.02679 3.65228 -3.19504
N -0.08538 2.61304 -2.13813
O -0.35575 2.98635 -1.01012
O 0.09168 1.45811 -2.47186
H -0.16194 4.61986 -2.74840
H 1.03365 3.60233 -3.60024
H -0.71271 3.42587 -3.95708
C -0.97161 -3.79699 3.03193
N -1.22665 -2.33080 2.95041
O -0.27979 -1.60624 2.69520
O -2.36431 -1.96026 3.14224
H 0.08014 -3.97695 2.83877
H -1.24588 -4.12033 4.03148
H -1.59469 -4.27754 2.28330
C -2.73159 7.04223 -1.43722
N -1.72819 6.75860 -2.49930
O -2.13643 6.34342 -3.56266
O -0.56126 6.96161 -2.22088
H -3.71691 6.81363 -1.82520
H -2.49130 6.41120 -0.58671
H -2.64453 8.09373 -1.17977
C -3.60826 1.06199 -1.38457
N -4.08304 2.47317 -1.48148
O -3.29130 3.30975 -1.86549
O -5.23830 2.68864 -1.16494
H -2.56935 1.02284 -1.69352
H -3.71859 0.75175 -0.34952
H -4.23432 0.46226 -2.03873
C -7.48819 2.43881 1.39768
N -7.57543 1.40294 2.46467
O -7.85721 1.76451 3.58698
O -7.35194 0.25277 2.12835
H -7.70545 3.40570 1.83580
H -6.48036 2.41032 0.99543
H -8.21647 2.18412 0.63372
C 1.38227 3.93439 1.18365
N 1.61784 4.13659 2.64111
O 2.76324 4.30366 3.01280
O 0.63757 4.11825 3.36017
H 2.33705 3.97536 0.67128
H 0.91373 2.96395 1.05947
H 0.72490 4.72834 0.84424
C -7.95524 -2.87350 1.56410
N -7.48488 -3.50529 0.29931
O -8.17376 -3.36693 -0.69302
O -6.43559 -4.11744 0.34938
H -8.89215 -2.36585 1.37001
H -8.08487 -3.66530 2.29597
H -7.19297 -2.17016 1.88151
C 4.38838 -6.16957 -4.34357
N 4.14630 -4.70147 -4.39487
O 5.07147 -3.99402 -4.73812
O 3.03682 -4.31981 -4.08700
H 5.41264 -6.36026 -4.64111
H 4.21164 -6.49364 -3.32231
H 3.68861 -6.63934 -5.02811
*
```

Atom charges from the Löwdin analysis, given in e for atoms 1 to 2: number 1, C, carries -0.040; number 2, C, carries -0.278

Below is an isolated molecule of C3H4N2, with properties calculated with ωB97M-V with the def2-TZVPD basis set.

E_tot (Ha): -226.0894
Kohn-Sham gap (eV): 9.6

The geometry in ORCA input format:
```
! RIJCOSX wB97M-V def2-TZVPD def2/J DEFGRID3
* xyz 0 1
N -1.12336 -0.23043 0.03119
C -0.56565 1.13868 0.40614
C 0.75116 0.86660 0.16444
C 0.97189 -0.54052 -0.08950
N -0.10645 -1.25481 -0.16606
H -1.90285 -0.62229 0.56267
H -1.49030 0.06412 -0.87993
H 1.53152 1.61604 0.16352
H 1.93403 -1.03740 -0.19247
*
```

Atom charges from the Löwdin analysis, given in e for atoms 1 to 2: number 1, N, carries -0.078; number 2, C, carries -0.057

Below is a structure of composition C25H25N7O5Rb in a non-equilibrium geometry, with properties calculated with ωB97M-V with the def2-TZVPD basis set.

E_tot (Ha): -1751.3400
Kohn-Sham gap (eV): 6.1

The geometry in ORCA input format:
```
! RIJCOSX wB97M-V def2-TZVPD def2/J DEFGRID3
* xyz -1 1
Rb -1.14286 1.55482 -1.18999
C 3.96704 2.24606 -2.68150
C 2.88968 2.40809 -1.63255
O 2.02998 1.55852 -1.46394
N 2.97277 3.55136 -0.90444
C 1.85312 4.02795 -0.12321
C 1.04694 5.08492 -0.84265
C 0.23930 5.95409 -0.11846
C -0.57410 6.83284 -0.80053
C -0.52674 6.84052 -2.18869
C 0.33018 5.95902 -2.82051
N 1.10637 5.08862 -2.17136
H 4.00054 1.20621 -2.99327
H 4.94515 2.55718 -2.31297
H 3.71237 2.86668 -3.54268
H 3.60279 4.24859 -1.26563
H 2.18835 4.40082 0.84607
H 1.20274 3.17542 0.07606
H 0.20016 5.88405 0.96025
H -1.25783 7.47412 -0.26119
H -1.15297 7.50191 -2.77238
H 0.39541 5.93905 -3.90383
C 0.69227 -2.45410 4.50185
O 1.27454 -3.59645 3.91174
C 0.55861 -4.22115 2.92730
C -0.72885 -3.85735 2.54784
C -1.36210 -4.53070 1.51221
C -0.72352 -5.56992 0.84929
C 0.53905 -5.96464 1.27940
C 1.18704 -5.28929 2.29629
N -1.35426 -6.37491 -0.16098
N -2.02057 -5.87473 -1.09358
C -2.06787 -4.49513 -1.38085
C -3.31475 -4.02049 -1.76105
C -3.59857 -2.67544 -1.90919
C -2.60754 -1.67621 -1.72212
O -2.83746 -0.44530 -1.78750
C -1.23664 -2.18793 -1.48207
N -0.24891 -1.26259 -1.44508
C 0.99501 -1.65821 -1.30139
C 1.35731 -3.01196 -1.21323
C 0.37392 -3.96002 -1.23223
C -0.98021 -3.57141 -1.33403
H 1.41882 -2.07697 5.21727
H -0.23511 -2.70066 5.02721
H 0.48595 -1.68219 3.75455
H -1.24585 -3.04193 3.03286
H -2.35332 -4.22106 1.20844
H 1.01348 -6.80638 0.78936
H 2.18089 -5.57329 2.61731
H -4.10081 -4.75923 -1.88179
H -4.59714 -2.34189 -2.16140
H 1.74514 -0.87429 -1.26969
H 2.40100 -3.28982 -1.13696
H 0.62588 -5.01110 -1.18536
N -1.19462 1.71689 2.26025
N -1.60783 3.05496 2.45242
C -1.81550 3.86476 1.28165
O -2.57206 4.83397 1.44853
O -1.17836 3.52103 0.25653
H -1.98120 1.07603 2.29528
H -0.54550 1.46602 2.99363
H -2.36873 3.18230 3.10472
*
```

Atom charges from the Löwdin analysis, given in e for atoms 1 to 2: number 1, Rb, carries 1.031; number 2, C, carries 0.002